# C44H49Cl2N7O4SbSc

A structure of composition C44H49Cl2N7O4SbSc (wB97M-V/def2-TZVPD, OMol25).

Output
Multiplicity: 1
Energy relative to the best compared isomer or geometry (same formula, charge and spin) in eV: 0.000
Kohn-Sham gap in eV: 6.743
HOMO energy in eV: -7.45

Last column: Löwdin charge in e.
Cartesian coordinates (Å):
Sc 1.373 0.194 -0.894  1.12
C 0.099 1.302 3.282  -0.05
C -0.028 0.155 4.036  -0.07
C -0.050 -1.021 3.388  -0.02
C 0.162 -1.089 1.963  -0.32
N 0.445 0.037 1.295  0.07
C 0.307 1.206 1.939  -0.12
N 0.029 -2.341 1.440  0.18
C 0.526 -2.699 0.331  -0.28
N 1.332 -1.982 -0.551  0.06
C 1.713 -2.849 -1.563  -0.30
N 2.426 -2.686 -2.597  0.18
C 3.110 -1.536 -2.992  -0.31
C 4.059 -1.671 -3.949  -0.02
C 4.735 -0.601 -4.492  -0.04
C 4.324 0.654 -4.052  -0.04
C 3.485 0.734 -2.954  -0.11
N 2.856 -0.347 -2.483  0.05
C 1.166 -4.199 -1.320  -0.10
C 1.363 -5.409 -1.978  0.00
C 0.625 -6.471 -1.495  -0.07
C -0.261 -6.348 -0.407  -0.05
C -0.232 -5.180 0.362  0.00
C 0.412 -4.091 -0.182  -0.12
H 0.034 2.283 3.747  0.11
H -0.155 0.188 5.122  0.12
H -0.178 -1.945 3.893  0.11
H 0.383 2.055 1.285  0.10
H 4.334 -2.696 -4.287  0.13
H 5.491 -0.743 -5.286  0.12
H 4.795 1.545 -4.469  0.11
H 3.159 1.640 -2.519  0.09
H 2.027 -5.501 -2.837  0.12
H 0.705 -7.409 -1.990  0.09
H -0.891 -7.174 -0.175  0.09
H -0.641 -4.996 1.335  0.11
Cl 4.541 -0.520 2.424  0.73
C 5.396 0.822 1.723  -0.59
C 6.459 0.491 0.900  -0.09
C 7.225 1.559 0.398  -0.08
C 6.940 2.876 0.770  -0.12
C 5.878 3.126 1.629  -0.60
Cl 5.784 4.705 2.341  0.76
C 5.016 2.106 2.060  -0.34
N 3.969 2.301 2.901  0.09
C 3.059 3.392 2.865  -0.25
C 2.625 3.715 4.111  -0.05
C 1.636 4.691 4.234  -0.08
C 1.039 5.286 3.125  -0.06
C 1.570 4.940 1.882  -0.04
C 2.600 4.065 1.725  -0.15
C 3.036 3.663 0.287  0.00
C 2.388 2.382 -0.175  -0.65
O 1.236 2.468 -0.659  -0.05
O 2.991 1.285 -0.068  -0.06
H 6.722 -0.479 0.578  0.09
H 8.085 1.425 -0.257  0.10
H 7.654 3.671 0.419  0.12
H 3.738 1.588 3.535  0.09
H 2.977 3.143 4.959  0.12
H 1.332 4.867 5.292  0.12
H 0.289 6.030 3.245  0.09
H 1.132 5.363 1.050  0.10
H 4.078 3.565 0.223  0.07
H 2.619 4.462 -0.389  0.15
C -3.921 -2.895 1.062  -0.13
C -4.159 -1.386 1.208  -0.73
C -3.522 -1.032 2.495  -0.16
C -5.622 -1.134 1.374  -0.11
Sb -3.014 -0.402 -0.469  1.63
C -3.690 -1.520 -2.249  -0.72
C -5.103 -1.889 -2.271  -0.14
C -3.316 -0.634 -3.519  -0.10
C -2.816 -2.771 -2.377  -0.13
C -4.105 1.531 -0.581  -0.72
C -3.195 2.444 -1.419  -0.13
C -4.303 2.121 0.786  -0.13
C -5.439 1.438 -1.270  -0.13
H -4.366 -3.464 1.883  0.09
H -2.893 -3.111 0.901  0.05
H -4.492 -3.255 0.217  0.05
H -3.985 -1.692 3.305  0.11
H -3.737 -0.013 2.802  0.07
H -2.465 -1.180 2.511  0.03
H -6.005 -1.700 2.224  0.09
H -6.064 -1.614 0.444  0.09
H -5.831 -0.116 1.404  0.03
H -5.732 -0.998 -2.164  0.06
H -5.297 -2.496 -1.361  0.06
H -5.344 -2.520 -3.134  0.09
H -3.904 0.282 -3.586  0.05
H -3.548 -1.308 -4.414  0.10
H -2.249 -0.399 -3.541  0.03
H -3.090 -3.617 -1.710  0.08
H -1.792 -2.551 -2.120  0.04
H -2.895 -3.134 -3.409  0.08
H -2.163 2.559 -1.025  0.08
H -3.709 3.393 -1.373  0.07
H -3.161 2.080 -2.427  0.05
H -3.388 2.088 1.382  0.07
H -4.995 1.596 1.400  0.04
H -4.614 3.165 0.721  0.09
H -5.352 1.112 -2.294  0.05
H -5.913 2.422 -1.304  0.09
H -6.138 0.760 -0.802  0.07
O 0.795 1.344 -3.003  -0.13
N -0.226 0.696 -3.167  -0.10
O -0.292 -0.205 -2.204  -0.32

Cartesian forces, eV/Å:
Sc -1.1 -0.5 -0.1
C -0.1 1.5 0.2
C -0.2 0.2 1.1
C 0.4 -0.8 -1.9
C 0.1 0.6 2.0
N -0.3 -0.8 -1.0
C 0.2 0.0 -0.1
N -0.4 0.0 0.4
C 1.2 -0.3 -1.4
N -0.1 0.3 0.0
C -0.3 -0.1 0.4
N 1.3 0.5 -1.2
C -1.5 -1.0 1.3
C 2.3 -2.0 -2.1
C -0.6 0.1 -0.2
C 1.2 0.8 0.4
C -0.1 -0.9 -1.4
N -0.2 0.7 1.0
C 0.2 0.3 -0.3
C 0.0 0.7 0.1
C -0.7 0.3 0.2
C 1.1 0.7 0.1
C -0.2 0.1 -0.5
C 0.1 -0.2 0.3
H 0.0 -0.2 -0.2
H 0.0 0.1 -0.4
H -0.2 -0.7 0.3
H 0.0 0.4 0.2
H -0.5 0.9 0.4
H -0.6 0.2 0.6
H -0.3 -0.1 0.2
H 0.1 1.0 0.1
H -0.2 0.1 0.3
H -0.1 -0.6 -0.3
H -0.2 -0.5 0.5
H -0.8 -0.5 0.3
Cl -0.4 0.0 0.0
C 0.4 -1.6 -0.5
C 0.6 2.5 -0.4
C -0.3 0.3 0.1
C 0.9 -0.1 -0.4
C 0.6 0.2 0.0
Cl -0.2 0.1 -0.1
C 1.0 0.1 -0.1
N -0.5 1.7 -1.1
C 1.4 -1.0 -0.1
C -1.6 1.1 0.3
C -0.4 -0.4 1.6
C 1.6 -0.8 0.6
C -0.4 0.4 1.7
C 0.7 -1.9 -1.0
C -2.0 1.4 0.4
C 0.0 1.8 0.5
O -0.4 -0.9 0.0
O 0.4 -0.9 0.1
H -0.1 -1.1 0.1
H -0.3 -0.3 0.1
H -1.1 -0.7 0.6
H -0.2 -1.0 0.6
H 0.1 0.3 0.1
H -0.1 0.3 -1.1
H -0.6 0.4 -0.1
H -0.7 0.9 -1.9
H 1.4 0.1 -0.3
H 0.7 -0.7 0.6
C -1.4 0.4 -0.7
C 0.7 -0.9 -0.2
C -0.4 0.0 2.0
C -0.4 -2.6 -2.5
Sb -0.4 -0.1 0.9
C 2.1 1.1 -1.1
C -1.5 -0.4 1.4
C -0.5 -1.6 0.1
C -0.3 -0.6 0.6
C 0.6 -0.7 -0.4
C 0.0 -0.2 1.1
C 1.1 0.2 0.5
C -0.4 0.2 -0.3
H 0.4 0.2 0.5
H 1.0 -0.5 0.1
H 0.1 -0.2 -0.5
H 0.6 0.7 -0.8
H 0.1 0.4 0.1
H 0.8 -0.1 0.1
H -0.1 0.2 0.3
H -0.3 0.9 1.1
H -0.8 1.6 0.3
H -0.2 -0.4 -0.5
H -0.2 0.2 -0.6
H -0.2 0.3 -0.1
H 0.0 -0.1 -0.1
H 0.2 1.0 0.9
H -0.3 0.0 0.0
H -0.2 0.6 -0.3
H 0.6 0.1 -0.3
H 0.2 -0.1 0.1
H -0.6 -0.1 -0.1
H 0.2 0.7 -0.4
H 0.2 0.0 -0.6
H 0.3 0.2 -0.1
H -0.9 -0.4 0.3
H -0.1 0.1 -0.1
H 0.1 -0.1 -0.4
H -0.1 0.2 0.1
H -0.2 -0.2 0.4
O -0.1 0.8 -0.8
N 1.0 -1.1 1.9
O -0.6 0.5 -1.1


# C4H12N2O

The ion C4H12N2O with charge +1 (wB97M-V/def2-TZVPD, OMol25).

Output
Multiplicity: 2
Energy relative to the best compared isomer or geometry (same formula, charge and spin) in eV: 1.335
Kohn-Sham gap (spin up / spin down) in eV: 10.378 / 4.947
Total charge: +1
HOMO energy (spin up / spin down) in eV: -13.57 / -13.25

Last column: Löwdin charge in e.
Cartesian coordinates (Å):
C 0.015 -1.791 -0.968  -0.14
O -0.639 -2.488 0.024  0.01
C -0.231 -0.224 -0.549  -0.31
C 0.536 0.055 0.753  -0.11
C 0.751 1.567 1.026  -0.28
N -0.399 2.319 1.459  0.04
N 0.064 0.620 -1.600  0.25
H -0.404 -1.903 -1.968  0.14
H 1.080 -1.983 -0.861  0.14
H -1.065 -3.293 -0.293  0.13
H -1.305 -0.157 -0.345  0.17
H 1.466 -0.501 0.790  0.12
H -0.110 -0.316 1.549  0.13
H 1.205 2.083 0.176  0.11
H 1.531 1.599 1.795  0.13
H -0.796 1.902 2.298  0.09
H -1.156 2.208 0.777  0.08
H 1.062 0.734 -1.809  0.16
H -0.516 0.601 -2.435  0.16

Cartesian forces, eV/Å:
C -0.4 -0.3 0.5
O 0.0 -0.1 0.1
C -0.6 0.9 1.1
C -0.6 0.3 -0.3
C 0.9 0.0 0.3
N -0.8 -0.9 -0.4
N 1.2 -0.8 -0.8
H 0.2 -0.3 0.0
H 0.2 0.3 -0.5
H -0.2 0.1 -0.2
H 0.0 -0.4 -0.3
H 0.3 0.0 0.0
H 0.2 -0.3 0.1
H -0.1 -0.1 -0.2
H -0.3 0.1 0.1
H 0.2 0.3 0.3
H 0.3 0.5 0.1
H -0.4 0.4 0.0
H -0.2 0.3 0.2


Q: Among the records above, which one has the highest energy relative to the best compared isomer or geometry (same formula, charge and spin)?
A: C4H12N2O


Q: Among the records above, which one has the highest multiplicity?
A: C4H12N2O


Q: Which value of multiplicity does entry 2 give?
A: 2